15 unconnected molecules or ions with the total composition C90H90O30. Source: the OMol25 dataset; level of theory: ωB97M-V/def2-TZVPD.

```
210
Properties=species:S:1:pos:R:3:lowdin_charge:R:1
C -18.128 -9.443 -14.834 0.0031
C -19.154 -10.006 -15.630 -0.0176
C -19.311 -9.843 -16.999 -0.3467
C -18.244 -9.214 -17.614 -0.0079
C -17.136 -8.671 -16.895 0.0147
C -17.103 -8.823 -15.519 -0.4014
O -16.148 -8.385 -14.733 0.0530
O -20.443 -10.236 -17.656 0.0021
H -18.051 -9.649 -13.751 0.1357
H -19.912 -10.641 -15.123 0.1182
H -18.205 -9.148 -18.715 0.0985
H -16.369 -8.188 -17.420 0.0968
H -15.611 -7.714 -15.208 0.1427
H -20.430 -10.320 -18.667 0.1149
C -25.940 -14.144 -21.698 -0.0269
C -25.866 -13.291 -20.601 -0.0329
C -26.293 -11.991 -20.749 -0.3418
C -26.677 -11.527 -22.006 -0.0332
C -26.487 -12.243 -23.154 -0.0134
C -26.203 -13.612 -23.000 -0.3145
O -26.165 -14.460 -24.069 0.0134
O -26.348 -11.111 -19.688 0.0188
H -25.778 -15.197 -21.544 0.1069
H -25.516 -13.747 -19.620 0.1398
H -27.077 -10.531 -22.060 0.1166
H -26.812 -11.869 -24.114 0.1197
H -25.568 -15.258 -23.941 0.1289
H -26.412 -11.626 -18.853 0.1154
C -19.460 -7.883 -22.432 0.0023
C -20.707 -7.321 -22.739 -0.0283
C -21.445 -6.604 -21.841 -0.3153
C -20.912 -6.137 -20.654 0.0114
C -19.592 -6.598 -20.305 0.0349
C -18.930 -7.511 -21.207 -0.3029
O -17.659 -7.944 -20.871 -0.0063
O -22.663 -6.188 -22.413 0.0085
H -18.866 -8.405 -23.159 0.1067
H -21.113 -7.524 -23.715 0.1056
H -21.312 -5.411 -20.012 0.0954
H -19.008 -6.453 -19.413 0.1064
H -17.376 -8.510 -21.635 0.0617
H -22.969 -5.626 -21.710 0.0998
C -15.944 -10.519 -26.743 -0.0046
C -16.294 -11.829 -26.410 -0.0085
C -17.599 -12.170 -26.081 -0.3489
C -18.545 -11.225 -25.998 -0.0055
C -18.219 -9.861 -26.334 -0.0079
C -16.944 -9.520 -26.668 -0.3444
O -16.569 -8.230 -27.004 0.0325
O -17.928 -13.354 -25.512 -0.0230
H -14.879 -10.231 -26.886 0.1356
H -15.451 -12.553 -26.444 0.1326
H -19.594 -11.531 -25.873 0.1255
H -19.065 -9.098 -26.347 0.1409
H -17.261 -7.624 -26.666 0.1145
H -17.427 -14.123 -25.851 0.1127
C -14.555 -13.411 -11.281 0.0032
C -14.221 -12.072 -11.480 -0.0292
C -14.734 -11.390 -12.552 -0.3552
C -15.449 -12.069 -13.512 -0.0112
C -15.700 -13.438 -13.439 -0.0092
C -15.216 -14.116 -12.313 -0.3097
O -15.554 -15.412 -12.152 0.0596
O -14.609 -10.037 -12.550 0.0530
H -14.201 -13.884 -10.334 0.1282
H -13.755 -11.645 -10.605 0.1154
H -15.940 -11.574 -14.298 0.0955
H -16.286 -13.898 -14.186 0.0839
H -15.875 -15.784 -12.948 0.0519
H -14.979 -9.772 -13.370 0.0407
C -15.313 -10.176 -20.677 0.0022
C -14.286 -10.833 -20.013 0.0016
C -13.344 -11.593 -20.680 -0.2962
C -13.444 -11.620 -22.082 -0.0031
C -14.397 -10.923 -22.788 -0.0010
C -15.355 -10.233 -22.050 -0.3198
O -16.300 -9.494 -22.694 0.0176
O -12.320 -12.268 -20.030 -0.0123
H -16.081 -9.623 -20.045 0.1299
H -14.241 -10.709 -18.957 0.1011
H -12.815 -12.315 -22.591 0.1045
H -14.614 -10.974 -23.839 0.1039
H -16.276 -9.691 -23.653 0.1170
H -12.618 -13.203 -19.797 0.1059
C -21.726 -17.180 -21.806 -0.0204
C -20.552 -17.644 -21.309 -0.0178
C -19.577 -16.702 -21.106 -0.3742
C -19.760 -15.396 -21.439 -0.0034
C -21.005 -14.926 -22.030 0.0198
C -21.967 -15.870 -22.164 -0.3129
O -23.220 -15.542 -22.674 0.0252
O -18.505 -17.086 -20.355 0.0120
H -22.617 -17.881 -21.857 0.1479
H -20.429 -18.703 -21.009 0.1405
H -19.046 -14.623 -21.106 0.0968
H -21.072 -13.846 -22.227 0.1085
H -23.265 -14.602 -22.830 0.0526
H -17.907 -16.342 -20.224 0.0728
C -20.254 -16.269 -17.534 -0.0233
C -20.745 -15.206 -18.250 -0.0040
C -20.686 -13.910 -17.717 -0.3199
C -20.157 -13.682 -16.454 0.0039
C -19.550 -14.755 -15.789 0.0063
C -19.599 -16.070 -16.319 -0.3194
O -18.929 -17.083 -15.690 0.0233
O -21.423 -12.922 -18.301 0.0422
H -20.213 -17.305 -18.031 0.1441
H -21.087 -15.362 -19.283 0.1105
H -20.036 -12.600 -16.146 0.1139
H -18.991 -14.661 -14.891 0.1006
H -18.785 -17.880 -16.167 0.0930
H -21.313 -12.148 -17.743 0.0628
C -12.905 -15.496 -24.378 -0.0389
C -14.246 -15.685 -24.079 -0.0221
C -15.149 -16.271 -24.979 -0.3097
C -14.641 -16.570 -26.247 -0.0244
C -13.284 -16.438 -26.538 0.0020
C -12.385 -15.777 -25.616 -0.3025
O -11.077 -15.556 -26.024 0.0327
O -16.521 -16.350 -24.823 -0.0096
H -12.243 -15.033 -23.639 0.1194
H -14.592 -15.114 -23.242 0.0854
H -15.345 -16.981 -27.018 0.1293
H -12.706 -16.879 -27.403 0.1347
H -10.610 -14.991 -25.387 0.1095
H -16.799 -16.608 -23.908 0.0756
C -23.068 -9.367 -23.162 -0.0011
C -22.900 -10.759 -22.983 -0.0328
C -22.807 -11.602 -24.043 -0.3347
C -22.888 -11.086 -25.338 -0.0214
C -22.995 -9.741 -25.532 -0.0259
C -23.126 -8.859 -24.475 -0.3310
O -23.317 -7.546 -24.808 0.0401
O -22.538 -12.938 -23.832 0.0032
H -23.149 -8.652 -22.251 0.1454
H -22.867 -11.122 -21.931 0.1337
H -22.958 -11.762 -26.221 0.1383
H -23.132 -9.433 -26.562 0.1240
H -23.242 -6.995 -24.021 0.0584
H -21.980 -13.143 -24.599 0.0746
C -11.586 -10.898 -13.831 -0.0236
C -12.214 -10.637 -15.043 0.0046
C -11.869 -11.356 -16.186 -0.3472
C -10.874 -12.305 -16.071 -0.0221
C -10.299 -12.664 -14.843 0.0054
C -10.654 -11.902 -13.746 -0.3592
O -10.107 -12.255 -12.563 0.0469
O -12.360 -11.042 -17.391 0.0452
H -11.883 -10.428 -12.937 0.0997
H -12.953 -9.856 -14.973 0.1068
H -10.774 -12.865 -17.000 0.1138
H -9.583 -13.490 -14.758 0.1248
H -10.406 -11.616 -11.893 0.1110
H -12.147 -11.617 -18.118 0.0487
C -14.583 -18.485 -21.747 -0.0157
C -13.499 -19.360 -21.735 -0.0126
C -13.467 -20.552 -22.417 -0.3247
C -14.540 -20.852 -23.227 -0.0288
C -15.640 -20.001 -23.298 0.0064
C -15.663 -18.728 -22.593 -0.2183
O -16.861 -17.894 -22.610 -0.0386
O -12.290 -21.261 -22.308 0.0747
H -14.444 -17.531 -21.308 0.0895
H -12.632 -19.196 -21.040 0.1437
H -14.520 -21.655 -23.951 0.1152
H -16.584 -20.271 -23.768 0.1155
H -17.237 -17.826 -21.714 0.0726
H -12.499 -22.076 -22.690 0.0679
C -16.192 -16.293 -17.480 0.0077
C -15.580 -15.904 -18.697 -0.0259
C -14.407 -15.146 -18.815 -0.2916
C -13.784 -14.761 -17.615 0.0210
C -14.383 -15.105 -16.377 0.0320
C -15.598 -15.789 -16.366 -0.3102
O -16.182 -16.039 -15.134 0.0247
O -13.766 -14.933 -20.041 -0.0099
H -17.030 -17.033 -17.381 0.1332
H -16.018 -16.277 -19.640 0.0920
H -12.945 -14.146 -17.610 0.0753
H -13.953 -14.634 -15.463 0.1343
H -17.085 -16.239 -15.258 0.0354
H -14.494 -14.843 -20.731 0.0911
C -21.658 -16.699 -28.004 -0.0056
C -21.595 -15.697 -27.009 -0.0036
C -20.394 -15.387 -26.395 -0.2881
C -19.221 -16.133 -26.676 0.0100
C -19.351 -17.027 -27.736 -0.0326
C -20.501 -17.301 -28.404 -0.3492
O -20.557 -18.157 -29.494 0.0300
O -20.403 -14.407 -25.416 -0.0149
H -22.573 -16.837 -28.605 0.1309
H -22.496 -15.086 -26.834 0.1236
H -18.250 -15.916 -26.373 0.0554
H -18.437 -17.608 -27.976 0.1273
H -19.896 -18.858 -29.502 0.1015
H -19.445 -14.198 -25.162 0.0927
C -17.421 -13.067 -20.100 0.0255
C -18.443 -12.098 -19.884 0.0106
C -19.086 -11.577 -20.936 -0.2995
C -18.877 -11.987 -22.262 0.0132
C -17.879 -12.930 -22.518 0.0014
C -17.139 -13.439 -21.407 -0.2884
O -16.246 -14.521 -21.594 -0.0286
O -19.993 -10.558 -20.628 0.0136
H -16.813 -13.475 -19.330 0.1067
H -18.661 -11.669 -18.944 0.0970
H -19.511 -11.601 -23.116 0.1378
H -17.696 -13.377 -23.484 0.0951
H -16.498 -14.948 -22.455 0.0959
H -20.744 -10.603 -21.251 0.0950
```

The value obtained for the energy above the lowest of the compared OMol25 structures with the same formula, charge and spin is 167.5 kJ/mol. The HOMO energy comes out at -7.577 eV. For the total energy, the calculation gives -156210.2742 eV. For the LUMO energy, the calculation gives 0.21 eV. The calculation puts the gap between HOMO and LUMO at 7.792 eV. The value obtained for the max |F| is 3.82 eV/Å.